#a
The following is a quantum chemistry calculation of 11 unconnected molecules or ions with the total composition C44H66O33, from the OMol25 dataset.

Its frontier orbital gap is 9.740 eV. The net charge is 0. For the lowest unoccupied orbital energy, the calculation gives -0.0053 Eh. Its SMILES is C[C@H]1COC(=O)O1.C[C@H]1COC(=O)O1.C[C@H]1COC(=O)O1.C[C@H]1COC(=O)O1.C[C@H]1COC(=O)O1.C[C@H]1COC(=O)O1.C[C@H]1COC(=O)O1.C[C@H]1COC(=O)O1.C[C@H]1COC(=O)O1.C[C@H]1COC(=O)O1.C[C@H]1COC(=O)O1.

Structure (XYZ):
```
143
C44H66O33 ωB97M-V with the def2-TZVPD basis set
C -2.15 3.75 -6.53
C -2.29 2.43 -7.18
C -2.17 1.29 -6.13
O -3.28 0.49 -6.32
C -4.11 1.01 -7.22
O -5.07 0.50 -7.66
O -3.54 2.21 -7.63
H -2.39 4.52 -7.26
H -1.18 3.89 -6.05
H -2.80 3.77 -5.65
H -1.51 2.23 -7.93
H -2.08 1.57 -5.08
H -1.31 0.63 -6.29
C -2.96 6.62 -1.53
C -2.28 7.02 -0.16
C -1.20 6.10 0.42
O -0.19 6.98 0.85
C -0.51 8.22 0.45
O 0.04 9.29 0.68
O -1.44 8.13 -0.41
H -3.59 5.74 -1.43
H -2.14 6.46 -2.22
H -3.68 7.31 -1.98
H -2.97 7.15 0.67
H -0.85 5.47 -0.39
H -1.44 5.43 1.24
C -5.30 2.52 2.28
C -5.97 2.22 0.93
C -7.45 2.45 0.90
O -7.69 3.49 0.06
C -6.53 4.03 -0.30
O -6.40 5.10 -0.74
O -5.58 3.26 0.18
H -5.75 3.44 2.66
H -4.27 2.84 2.18
H -5.59 1.67 2.89
H -5.60 1.31 0.46
H -7.81 2.88 1.83
H -8.07 1.56 0.81
C -1.90 1.97 7.05
C -2.62 1.98 5.70
C -2.18 3.08 4.73
O -1.90 2.34 3.53
C -1.79 1.06 3.85
O -1.61 0.21 2.98
O -2.23 0.86 5.02
H -2.21 2.87 7.59
H -0.84 2.19 7.04
H -2.14 1.07 7.61
H -3.71 1.86 5.71
H -1.35 3.65 5.14
H -2.85 3.91 4.49
C 6.82 -0.40 -2.76
C 7.15 -0.05 -1.29
C 7.05 1.51 -1.00
O 6.10 1.59 0.03
C 5.59 0.39 0.38
O 4.73 0.05 1.18
O 6.15 -0.61 -0.49
H 7.34 0.20 -3.51
H 5.78 -0.17 -2.99
H 7.04 -1.46 -2.92
H 8.08 -0.37 -0.83
H 6.79 2.04 -1.92
H 8.03 1.94 -0.78
C 3.41 -3.13 -4.95
C 2.15 -2.51 -5.61
C 0.97 -2.26 -4.73
O 0.56 -0.93 -4.96
C 1.40 -0.51 -5.86
O 1.20 0.45 -6.56
O 2.39 -1.12 -5.83
H 3.63 -4.19 -5.08
H 3.57 -2.66 -3.98
H 4.18 -2.65 -5.56
H 1.99 -3.09 -6.52
H 1.08 -2.73 -3.76
H 0.11 -2.78 -5.17
C 3.85 -4.92 1.91
C 4.93 -5.88 2.04
C 6.12 -5.70 1.13
O 7.19 -5.47 2.02
C 6.84 -5.24 3.27
O 7.63 -5.17 4.23
O 5.54 -5.56 3.38
H 3.33 -5.03 0.96
H 4.22 -3.90 2.05
H 3.07 -5.14 2.63
H 4.46 -6.86 2.05
H 5.96 -4.86 0.45
H 6.30 -6.54 0.46
C -7.41 -1.56 1.93
C -5.95 -1.89 1.72
C -5.57 -3.29 1.31
O -4.62 -3.08 0.27
C -4.67 -1.81 -0.13
O -4.00 -1.31 -1.06
O -5.51 -1.12 0.62
H -8.07 -2.30 2.37
H -7.86 -1.57 0.94
H -7.47 -0.59 2.43
H -5.23 -1.53 2.46
H -6.48 -3.62 0.82
H -5.38 -3.94 2.17
C 1.50 0.22 -0.02
C 0.80 1.08 -1.01
C -0.29 0.42 -1.78
O -1.34 1.36 -1.75
C -1.01 2.42 -0.99
O -1.69 3.44 -0.86
O 0.10 2.13 -0.29
H 1.79 0.84 0.83
H 2.44 -0.13 -0.47
H 0.92 -0.68 0.17
H 1.37 1.66 -1.74
H -0.50 -0.49 -1.23
H 0.12 0.06 -2.73
C -1.69 -5.72 0.75
C -1.16 -5.14 -0.57
C -1.66 -3.62 -0.73
O -0.37 -3.03 -0.87
C 0.68 -3.97 -0.85
O 1.83 -3.78 -1.27
O 0.22 -5.13 -0.51
H -1.58 -5.02 1.57
H -1.14 -6.62 1.03
H -2.76 -5.89 0.66
H -1.53 -5.74 -1.40
H -2.05 -3.31 0.24
H -2.29 -3.50 -1.61
C 4.08 -0.97 5.49
C 5.11 -1.05 4.31
C 6.15 -0.05 4.43
O 6.93 -0.56 5.55
C 6.77 -1.91 5.52
O 7.56 -2.75 5.96
O 5.81 -2.20 4.59
H 4.55 -0.96 6.47
H 3.57 -1.94 5.48
H 3.44 -0.14 5.22
H 4.63 -1.17 3.34
H 5.84 0.97 4.65
H 6.80 0.15 3.58
```

#b
The following is a quantum chemistry calculation of 11 unconnected molecules or ions with the total composition C44H66O33, from the OMol25 dataset.

Its frontier orbital gap is 10.042 eV. The net charge is 0. For the lowest unoccupied orbital energy, the calculation gives -0.0031 Eh. Its SMILES is C[C@H]1COC(=O)O1.C[C@H]1COC(=O)O1.C[C@H]1COC(=O)O1.C[C@H]1COC(=O)O1.C[C@H]1COC(=O)O1.C[C@H]1COC(=O)O1.C[C@H]1COC(=O)O1.C[C@H]1COC(=O)O1.C[C@H]1COC(=O)O1.C[C@H]1COC(=O)O1.C[C@H]1COC(=O)O1.

Structure (XYZ):
```
143
C44H66O33 ωB97M-V with the def2-TZVPD basis set
C 3.84 -8.45 3.12
C 3.69 -7.50 4.27
C 3.87 -6.05 3.95
O 2.75 -5.33 4.49
C 1.78 -6.20 4.70
O 0.69 -5.94 5.10
O 2.26 -7.47 4.60
H 2.96 -8.46 2.47
H 4.07 -9.39 3.62
H 4.78 -8.21 2.61
H 4.10 -7.97 5.16
H 3.84 -5.88 2.87
H 4.78 -5.63 4.38
C 8.30 0.10 -4.62
C 8.45 1.36 -3.79
C 8.39 2.64 -4.71
O 7.30 3.32 -4.10
C 6.67 2.72 -3.20
O 5.66 3.20 -2.58
O 7.15 1.48 -3.04
H 8.07 -0.64 -3.86
H 9.17 -0.33 -5.11
H 7.53 0.08 -5.39
H 9.26 1.37 -3.06
H 8.02 2.53 -5.73
H 9.39 3.07 -4.62
C 5.21 0.32 5.86
C 3.71 0.24 6.21
C 3.38 0.56 7.65
O 3.12 1.93 7.64
C 2.76 2.33 6.41
O 2.54 3.45 6.02
O 3.06 1.34 5.56
H 5.40 0.37 4.79
H 5.72 -0.58 6.20
H 5.70 1.12 6.40
H 3.28 -0.67 5.79
H 4.09 0.25 8.42
H 2.48 0.05 8.00
C -6.00 4.28 5.24
C -6.67 4.89 3.97
C -8.16 4.50 4.01
O -8.73 5.81 3.73
C -7.75 6.80 3.80
O -7.91 8.02 3.57
O -6.64 6.27 4.20
H -4.95 4.56 5.18
H -6.06 3.20 5.17
H -6.47 4.74 6.11
H -6.23 4.59 3.02
H -8.38 3.99 4.95
H -8.36 3.78 3.21
C -4.07 -2.91 5.92
C -4.09 -3.07 4.31
C -5.20 -3.98 3.95
O -5.98 -3.27 3.01
C -5.65 -2.08 2.91
O -6.08 -1.19 2.15
O -4.62 -1.89 3.74
H -5.08 -2.68 6.25
H -3.56 -1.98 6.17
H -3.62 -3.80 6.36
H -3.24 -3.35 3.69
H -5.84 -4.40 4.73
H -4.82 -4.76 3.29
C 8.20 -7.58 -1.98
C 8.15 -6.79 -0.63
C 9.24 -5.73 -0.78
O 8.59 -4.50 -0.67
C 7.30 -4.77 -0.49
O 6.41 -3.90 -0.45
O 6.99 -6.09 -0.48
H 8.85 -8.44 -1.84
H 8.31 -7.00 -2.90
H 7.20 -8.01 -2.06
H 8.29 -7.40 0.26
H 9.86 -5.70 -1.68
H 9.85 -5.73 0.13
C 1.88 0.09 -5.42
C 1.43 -0.60 -6.63
C -0.06 -0.41 -6.85
O -0.18 0.07 -8.11
C 1.02 0.58 -8.56
O 1.19 1.37 -9.41
O 2.04 -0.02 -7.78
H 1.69 1.15 -5.59
H 2.91 -0.02 -5.07
H 1.28 -0.09 -4.52
H 1.69 -1.62 -6.37
H -0.55 0.18 -6.08
H -0.64 -1.34 -6.81
C -3.08 7.00 -0.43
C -3.06 7.65 0.98
C -2.29 6.67 1.94
O -1.16 7.37 2.29
C -1.21 8.51 1.57
O -0.25 9.16 1.53
O -2.31 8.72 0.90
H -3.65 7.52 -1.20
H -3.66 6.08 -0.37
H -2.02 6.95 -0.71
H -4.02 7.99 1.38
H -2.01 5.72 1.50
H -2.89 6.55 2.84
C 1.25 -0.74 0.47
C 0.60 0.51 0.97
C 0.92 1.85 0.29
O -0.33 2.28 -0.05
C -1.28 1.36 0.32
O -2.48 1.60 0.28
O -0.68 0.28 0.81
H 2.05 -0.41 -0.19
H 0.63 -1.46 -0.07
H 1.69 -1.28 1.30
H 0.70 0.67 2.05
H 1.55 1.97 -0.59
H 1.32 2.57 1.00
C -5.40 3.52 -5.08
C -4.31 3.26 -6.06
C -4.58 3.86 -7.48
O -3.82 5.09 -7.40
C -2.90 5.04 -6.37
O -2.03 5.90 -6.15
O -3.31 4.14 -5.45
H -6.00 4.40 -5.31
H -5.17 3.51 -4.01
H -6.04 2.64 -5.06
H -4.11 2.20 -5.98
H -5.61 3.96 -7.82
H -4.16 3.15 -8.19
C -8.02 -3.14 -2.44
C -6.47 -3.23 -2.70
C -5.65 -1.99 -2.94
O -4.39 -2.43 -2.64
C -4.43 -3.64 -1.91
O -3.41 -4.24 -1.71
O -5.70 -3.96 -1.74
H -8.54 -4.09 -2.60
H -8.63 -2.35 -2.86
H -8.10 -3.00 -1.36
H -6.25 -3.84 -3.58
H -5.63 -1.11 -2.30
H -5.64 -1.64 -3.98
```

#a ends up most stable, edging out the next structure by 0.0345 hartree.

#a
The following is a quantum chemistry calculation of a molecular structure, CH2N2O3, from the OMol25 dataset.

Its frontier orbital gap is 10.300 eV. The net charge is 0. For the lowest unoccupied orbital energy, the calculation gives -0.0292 Eh.

Structure (XYZ):
```
8
CH2N2O3 ωB97M-V with the def2-TZVPD basis set
C 0.98 0.18 -2.07
N 0.66 1.84 -1.17
N 1.03 1.87 0.02
O 0.64 3.05 0.23
O 1.56 1.10 0.76
O 1.11 -0.74 -2.73
H -3.22 -3.35 2.38
H -2.75 -3.93 2.58
```

#b
The following is a quantum chemistry calculation of a single CH2N2O3 molecule, from the OMol25 dataset.

Its frontier orbital gap is 10.544 eV. The net charge is 0. For the lowest unoccupied orbital energy, the calculation gives 0.0228 Eh. Its SMILES is NC(=O)n1oo1.

Structure (XYZ):
```
8
CH2N2O3 ωB97M-V with the def2-TZVPD basis set
N 1.33 0.23 0.36
C 0.12 0.57 -0.17
O -0.32 1.55 -0.66
N -0.98 -0.52 0.33
O -1.47 -1.49 -0.60
O -2.23 -0.31 -0.17
H 1.37 -0.63 0.78
H 2.18 0.60 0.13
```

#b ends up most stable, edging out the next structure by 0.0714 hartree.

#a
The following is a quantum chemistry calculation of 2 unconnected molecules or ions with the total composition C3H10S2, from the OMol25 dataset.

Its frontier orbital gap is 9.381 eV. The net charge is 0. For the lowest unoccupied orbital energy, the calculation gives 0.0307 Eh. Its SMILES is CSC.CS.

Structure (XYZ):
```
15
C3H10S2 ωB97M-V with the def2-TZVPD basis set
C -1.92 -1.20 -0.97
S -0.49 -0.76 -2.06
C 0.80 -1.49 -1.05
H -2.42 -2.03 -1.38
H -2.75 -0.54 -0.92
H -1.54 -1.60 0.06
H 1.14 -0.88 -0.14
H 0.51 -2.48 -0.66
H 1.66 -1.60 -1.67
C 0.59 1.70 1.59
S 1.37 2.75 0.27
H -0.20 2.23 2.21
H 1.43 1.42 2.19
H -0.08 0.90 1.28
H 1.89 3.56 1.26
```

#b
The following is a quantum chemistry calculation of 2 unconnected molecules or ions with the total composition C3H10S2, from the OMol25 dataset.

Its frontier orbital gap is 9.248 eV. The net charge is 0. For the lowest unoccupied orbital energy, the calculation gives 0.0296 Eh. Its SMILES is CSC.CS.

Structure (XYZ):
```
15
C3H10S2 ωB97M-V with the def2-TZVPD basis set
C -1.57 -1.33 -0.18
S -0.32 -2.18 -1.15
C 1.16 -1.22 -1.23
H -1.29 -1.15 0.83
H -2.51 -1.99 -0.41
H -1.91 -0.30 -0.63
H 1.22 -0.28 -0.56
H 1.91 -1.88 -1.16
H 1.27 -0.74 -2.21
C 0.59 2.00 0.64
S -0.63 2.06 2.11
H 1.07 3.02 0.39
H 0.07 1.58 -0.12
H 1.52 1.51 0.98
H -0.57 0.90 2.69
```

#a ends up most stable, edging out the next structure by 0.0169 hartree.

#a
The following is a quantum chemistry calculation of 2 unconnected molecules or ions with the total composition C2H6NOS, from the OMol25 dataset.

Its frontier orbital gap is 6.900 eV. The net charge is -1. For the lowest unoccupied orbital energy, the calculation gives 0.1412 Eh.

Structure (XYZ):
```
11
C2H6NOS ωB97M-V with the def2-TZVPD basis set
O -0.53 2.57 -1.29
C -0.85 1.47 -0.91
C 0.03 0.50 -0.18
N -0.70 -0.08 0.93
H -1.87 1.06 -1.08
H 0.27 -0.30 -0.89
H 1.00 0.95 0.07
H -0.26 -1.00 1.10
H -0.59 0.48 1.77
S 1.64 -2.16 0.23
H 1.84 -3.48 0.26
```

#b
The following is a quantum chemistry calculation of 2 unconnected molecules or ions with the total composition C2H6NOS, from the OMol25 dataset.

Its frontier orbital gap is 6.814 eV. The net charge is -1. For the lowest unoccupied orbital energy, the calculation gives 0.1537 Eh.

Structure (XYZ):
```
11
C2H6NOS ωB97M-V with the def2-TZVPD basis set
C 0.05 -1.39 1.63
S 1.34 -0.10 1.30
H 0.32 -2.26 1.06
H -0.04 -1.56 2.76
H -0.86 -0.93 1.28
C -0.71 1.47 -1.34
N 0.54 0.92 -1.40
O -1.31 1.57 -2.37
H -1.15 1.55 -0.40
H 1.25 0.68 -0.64
H 0.57 0.05 -1.88
```

#a ends up most stable, edging out the next structure by 0.0191 hartree.